{
  "formula": "C36H30IN8O6PbS2",
  "method": "ωB97M-V/def2-TZVPD",
  "homo_lumo_gap_ev": 6.5,
  "charge": -1,
  "elements": ["Pb", "C", "C", "N", "C", "C", "C", "O", "C", "C", "N", "C", "C", "C", "C", "C", "C", "I", "C", "O", "H", "H", "H", "H", "H", "H", "H", "H", "H", "H", "H", "H", "C", "S", "C", "S", "N", "N", "C", "C", "C", "C", "C", "C", "N", "H", "H", "H", "H", "H", "H", "H", "H", "O", "C", "O", "C", "C", "C", "C", "C", "C", "N", "O", "O", "H", "H", "H", "H", "N", "C", "N", "C", "C", "C", "C", "C", "C", "H", "H", "H", "H", "H", "H"],
  "positions_angstrom": [[-0.05138, -0.12293, 0.13200], [3.93740, 2.60092, -0.95981], [2.67275, 3.33097, -1.30169], [2.72874, 4.63432, -1.42652], [1.59745, 5.30300, -1.72193], [0.38526, 4.68804, -1.91308], [-0.83161, 5.53707, -2.16695], [-1.66385, 5.64859, -1.01606], [0.29291, 3.28553, -1.77963], [-1.00690, 2.66300, -1.94212], [-1.27538, 1.43697, -1.70255], [-2.60413, 0.99137, -1.80600], [-3.68046, 1.74953, -1.34482], [-4.96695, 1.23913, -1.36924], [-5.20031, -0.04013, -1.85143], [-4.13998, -0.81376, -2.29969], [-2.85385, -0.30198, -2.26972], [-1.26199, -1.50840, -2.87291], [1.45957, 2.55297, -1.44296], [1.50764, 1.28976, -1.23689], [4.76337, 3.30929, -0.92218], [4.15148, 1.82577, -1.69940], [3.84853, 2.09278, 0.00460], [1.67968, 6.38122, -1.80340], [-1.41982, 5.14294, -3.00625], [-0.50831, 6.54169, -2.45805], [-1.41379, 4.96949, -0.35445], [-1.80975, 3.32147, -2.28206], [-3.49033, 2.72823, -0.92252], [-5.78323, 1.83680, -0.98368], [-6.20224, -0.44852, -1.85743], [-4.30957, -1.82199, -2.65174], [-4.91309, -3.17265, 1.93898], [-3.45799, -4.19931, 1.70127], [-2.15487, -3.02238, 1.42306], [-2.47796, -1.35413, 1.37638], [-1.02664, -3.67525, 1.29761], [0.04022, -2.88482, 0.96225], [1.17544, -3.44950, 1.11102], [2.42015, -2.78676, 0.70730], [3.64334, -3.41614, 0.93590], [4.80796, -2.77239, 0.55117], [4.71973, -1.53470, -0.06318], [3.45885, -0.98663, -0.26334], [2.34399, -1.59161, 0.11887], [-5.67396, -3.82547, 2.36727], [-5.27455, -2.75034, 1.00398], [-4.69926, -2.36136, 2.62869], [1.24101, -4.46021, 1.51621], [3.66650, -4.38638, 1.41422], [5.77105, -3.23421, 0.72962], [5.60028, -0.99448, -0.38207], [3.31293, -0.02444, -0.73825], [-0.93740, 3.80619, 0.84488], [-1.70214, 2.87923, 1.18835], [-1.45594, 1.64861, 1.17328], [-3.13249, 3.24774, 1.57132], [-4.01625, 2.25249, 1.98107], [-5.32993, 2.56560, 2.28702], [-5.73152, 3.88532, 2.16618], [-4.88017, 4.89716, 1.75900], [-3.56743, 4.56412, 1.46437], [-7.13343, 4.22813, 2.47891], [-7.88668, 3.32153, 2.77972], [-7.48912, 5.37933, 2.30492], [-3.65900, 1.23357, 2.04274], [-6.03298, 1.81159, 2.60559], [-5.24372, 5.90923, 1.67371], [-2.86964, 5.32362, 1.13822], [2.73926, 2.86790, 2.26171], [1.61620, 2.33411, 1.71470], [1.49771, 1.05714, 1.96150], [2.59506, 0.71688, 2.73314], [2.96757, -0.50912, 3.27822], [4.14636, -0.56053, 3.99454], [4.94416, 0.57973, 4.17444], [4.58498, 1.80521, 3.64541], [3.39834, 1.84862, 2.92306], [3.01917, 3.82823, 2.17227], [0.89424, 2.92784, 1.16200], [2.34389, -1.38138, 3.14479], [4.46419, -1.49924, 4.42939], [5.86012, 0.49866, 4.74540], [5.20138, 2.68263, 3.78782]],
  "forces_ev_per_angstrom": [[0.1, 0.2, 0.1], [0.0, 0.0, 0.0], [-0.1, -0.2, 0.0], [0.0, 0.1, 0.0], [-0.1, 0.0, -0.1], [0.0, 0.0, -0.1], [-0.1, 0.1, 0.2], [-0.1, 0.0, -0.3], [0.1, -0.1, -0.1], [0.2, 0.0, 0.0], [-0.1, -0.1, 0.0], [0.1, 0.0, 0.0], [0.0, 0.0, -0.1], [0.0, 0.0, 0.0], [0.0, 0.0, 0.0], [0.0, 0.0, 0.0], [-0.1, 0.1, 0.1], [0.0, -0.1, -0.1], [0.1, 0.1, 0.0], [0.1, -0.1, 0.0], [0.0, 0.0, 0.0], [0.0, 0.0, 0.0], [0.0, 0.0, 0.0], [0.0, 0.0, 0.0], [0.0, 0.0, 0.0], [0.0, 0.0, 0.1], [0.2, 0.1, 0.0], [0.0, 0.0, 0.0], [0.0, 0.0, -0.1], [0.0, 0.0, 0.0], [0.0, 0.0, 0.0], [0.0, 0.0, 0.0], [-0.1, 0.0, 0.0], [0.0, 0.0, 0.1], [-0.1, -0.1, -0.1], [0.0, 0.0, 0.0], [0.2, 0.2, 0.0], [0.0, -0.2, 0.1], [0.0, -0.1, -0.1], [0.1, -0.1, 0.1], [0.0, 0.1, 0.0], [0.0, 0.0, 0.0], [0.0, 0.0, 0.0], [0.1, 0.0, 0.0], [-0.1, 0.0, 0.0], [0.0, 0.0, 0.0], [0.0, 0.0, 0.0], [0.0, 0.0, 0.0], [0.0, 0.0, 0.0], [0.0, 0.0, 0.0], [0.0, 0.0, 0.0], [0.0, 0.0, 0.0], [0.0, 0.0, 0.0], [0.0, -0.1, 0.2], [-0.4, -0.2, -0.4], [0.2, 0.2, 0.3], [0.0, 0.0, 0.2], [0.0, 0.0, 0.0], [0.1, 0.0, 0.0], [-0.1, 0.1, 0.2], [0.1, -0.1, 0.0], [0.0, 0.0, 0.0], [-0.2, -0.1, -0.9], [0.1, 0.1, 0.3], [0.1, 0.0, 0.3], [0.0, 0.0, 0.0], [0.0, 0.0, 0.0], [0.0, 0.0, 0.0], [-0.1, 0.0, 0.0], [-0.1, -0.1, 0.1], [-0.1, 0.0, 0.0], [-0.2, -0.1, 0.0], [0.1, 0.0, -0.1], [0.0, 0.1, 0.0], [0.0, 0.0, 0.0], [0.0, 0.0, 0.0], [0.0, 0.0, 0.0], [0.1, 0.1, 0.0], [0.0, 0.0, 0.0], [0.1, 0.0, 0.0], [0.0, 0.0, 0.0], [0.0, 0.0, 0.0], [0.0, 0.0, 0.0], [0.0, 0.0, 0.0]],
  "lowdin_charge": [1.278, -0.041, -0.279, 0.096, -0.123, -0.168, -0.222, -0.082, -0.084, -0.063, -0.018, -0.353, -0.016, -0.070, -0.091, -0.161, -0.654, 0.930, -0.342, -0.228, 0.073, 0.076, 0.056, 0.100, 0.108, 0.111, 0.024, 0.125, 0.109, 0.105, 0.100, 0.090, -0.475, 0.799, -1.136, 0.510, -0.135, -0.078, -0.118, -0.292, -0.033, -0.071, -0.051, -0.122, 0.052, 0.021, 0.021, 0.001, 0.115, 0.107, 0.103, 0.102, 0.072, -0.024, -0.584, -0.192, -0.113, -0.001, 0.010, -0.152, 0.013, 0.005, -0.354, 0.061, 0.059, 0.086, 0.118, 0.116, 0.110, 0.145, -0.148, 0.057, -0.228, -0.014, -0.094, -0.106, -0.026, -0.200, 0.164, 0.112, 0.108, 0.097, 0.094, 0.105]
}


{
  "formula": "C3H3LiO3Rb",
  "method": "ωB97M-V/def2-TZVPD",
  "spin_multiplicity": 2,
  "homo_lumo_gap_ev": [2.3, 4.6],
  "charge": 0,
  "elements": ["C", "C", "O", "C", "O", "O", "H", "H", "H", "Li", "Rb"],
  "positions_angstrom": [[0.48484, 1.81993, -0.37264], [0.41905, 0.83123, 0.72170], [-0.87738, 0.04724, 0.66848], [-0.88578, -1.27268, 0.55724], [-0.02853, -1.71817, -0.27272], [0.66649, 1.43219, -1.61556], [0.08079, 2.82920, -0.18860], [0.37543, 1.30759, 1.70719], [1.27070, 0.13479, 0.66993], [0.40672, -0.34916, -1.82949], [-1.91234, -5.06216, -0.04553]],
  "forces_ev_per_angstrom": [[0.0, 0.2, -0.1], [0.2, 0.4, -0.4], [-0.3, 0.7, 1.2], [0.2, -1.2, -1.3], [0.1, -0.3, -0.4], [-0.1, -0.4, 0.2], [0.2, -0.3, -0.1], [0.1, -0.1, -0.2], [-0.5, 0.0, 0.0], [-0.1, 0.1, 0.9], [0.3, 0.8, 0.2]],
  "nbo_charge": [0.079, -0.223, -0.608, 0.314, -0.934, -0.916, 0.109, 0.189, 0.183, 0.920, 0.887]
}


{
  "formula": "C3H6N2O",
  "method": "ωB97M-V/def2-TZVPD",
  "smiles": "N#C[C@@H](N)CO",
  "homo_lumo_gap_ev": 10.8,
  "charge": 0,
  "elements": ["N", "C", "C", "N", "C", "O", "H", "H", "H", "H", "H", "H"],
  "positions_angstrom": [[1.90440, 0.67145, -1.82057], [1.21834, 0.21064, -1.00932], [0.44567, -0.45559, 0.06843], [0.59397, 0.17179, 1.36803], [-1.04805, -0.57441, -0.27062], [-1.72116, 0.62688, 0.04410], [0.84526, -1.47453, 0.11889], [1.50620, 0.60247, 1.46058], [-0.09424, 0.91292, 1.46615], [-1.16317, -0.84548, -1.32669], [-1.47131, -1.37638, 0.34418], [-2.03140, 1.04670, -0.76120]],
  "forces_ev_per_angstrom": [[-0.8, -0.4, 0.8], [0.6, 0.4, -0.7], [0.0, -0.1, 0.0], [0.1, 0.2, 0.1], [0.1, -0.2, -0.1], [-0.2, 0.1, -0.1], [0.0, 0.0, -0.1], [0.0, -0.2, 0.1], [0.1, -0.1, -0.1], [0.0, 0.0, 0.2], [0.1, 0.1, 0.0], [0.1, 0.1, 0.0]],
  "nbo_charge": [-0.325, 0.252, -0.174, -0.809, -0.056, -0.727, 0.229, 0.369, 0.383, 0.185, 0.188, 0.485]
}